Formula: C62H79NO14S
Source: the Open Molecules 2025 dataset
Level of theory: ωB97M-V/def2-TZVPD

The SMILES is CCCCCCCCCCC[C@H](S)O[C@@H](N)[C@@](CCCCCCC)(OC)[C@@H](C)CC.O=C1C=CC(=O)C=C1.O=C1C=CC(=O)C=C1.O=C1C=CC(=O)C=C1.O=C1C=CC(=O)C=C1.O=C1C=CC(=O)C=C1.O=C1C=CC(=O)C=C1. The orbital gap comes out at 7.5 eV. Its highest occupied orbital energy is -9.08 eV.

ORCA input file:
```
! wB97M-V def2-TZVPD RIJCOSX def2/J DEFGRID3
* xyz 0 1
C 6.563 -1.629 1.510
C 5.563 -1.607 0.340
C 5.089 -2.993 -0.078
C 3.984 -3.572 0.843
C 2.717 -3.938 0.071
C 1.945 -5.155 0.624
C 0.661 -4.767 1.376
C -0.578 -4.705 0.451
C -0.758 -3.269 -0.028
C -2.077 -2.952 -0.748
C -1.957 -1.676 -1.608
C -1.723 -0.475 -0.652
S -3.238 0.599 -0.673
O -0.655 0.380 -1.017
C 0.629 0.017 -0.524
N 1.417 -0.496 -1.655
C 1.334 1.252 0.092
C 0.404 1.872 1.140
C -0.426 0.905 2.008
C -0.495 1.456 3.447
C -1.092 0.465 4.432
C -0.150 -0.705 4.767
C 1.016 -0.265 5.629
C 1.950 -1.446 5.976
O 2.601 0.784 0.574
C 2.782 0.713 1.970
C 1.615 2.248 -1.085
C 1.431 3.721 -0.680
C 3.049 2.098 -1.667
C 4.122 2.924 -0.962
H 7.521 -1.254 1.175
H 6.675 -2.619 1.933
H 6.209 -0.973 2.301
H 4.689 -0.997 0.544
H 6.062 -1.172 -0.519
H 4.697 -2.942 -1.088
H 5.925 -3.685 -0.081
H 4.361 -4.485 1.298
H 3.775 -2.882 1.658
H 2.064 -3.069 0.018
H 3.001 -4.192 -0.946
H 2.575 -5.717 1.306
H 1.662 -5.779 -0.216
H 0.466 -5.538 2.120
H 0.762 -3.800 1.859
H -0.439 -5.388 -0.384
H -1.468 -5.003 0.991
H 0.047 -3.001 -0.707
H -0.725 -2.652 0.864
H -2.336 -3.819 -1.349
H -2.891 -2.779 -0.049
H -2.906 -1.562 -2.105
H -1.176 -1.772 -2.354
H -1.677 -0.815 0.374
H -2.863 1.619 -1.460
H 0.570 -0.784 0.207
H 0.983 -1.352 -1.985
H 2.319 -0.789 -1.283
H 0.899 2.605 1.763
H -0.329 2.436 0.578
H -1.447 0.873 1.649
H 0.034 -0.072 2.086
H -1.047 2.393 3.408
H 0.523 1.674 3.755
H -1.241 1.006 5.367
H -2.069 0.109 4.114
H 0.249 -1.108 3.840
H -0.742 -1.442 5.303
H 1.618 0.473 5.103
H 0.669 0.213 6.540
H 1.706 -1.796 6.970
H 2.992 -1.154 5.932
H 1.753 -2.251 5.276
H 2.101 0.024 2.465
H 2.761 1.686 2.453
H 3.779 0.316 2.136
H 0.940 2.073 -1.913
H 1.816 4.367 -1.458
H 1.839 3.968 0.292
H 0.366 3.934 -0.639
H 2.972 2.501 -2.677
H 3.347 1.070 -1.784
H 5.111 2.487 -1.086
H 4.158 3.934 -1.352
H 3.949 2.989 0.106
O -9.105 -4.248 1.151
C -7.916 -4.454 1.024
C -7.401 -5.773 0.586
C -6.097 -5.995 0.456
C -5.103 -4.932 0.738
O -3.912 -5.133 0.615
C -5.618 -3.610 1.175
C -6.923 -3.389 1.306
H -8.142 -6.535 0.382
H -5.699 -6.950 0.138
H -4.878 -2.846 1.377
H -7.320 -2.433 1.623
O -3.436 3.085 -6.718
C -3.339 1.960 -6.274
C -4.087 0.829 -6.879
C -3.982 -0.405 -6.393
C -3.113 -0.698 -5.226
O -3.004 -1.821 -4.781
C -2.368 0.432 -4.624
C -2.470 1.666 -5.110
H -4.713 1.067 -7.729
H -4.517 -1.245 -6.818
H -1.740 0.194 -3.773
H -1.932 2.505 -4.687
O -12.701 -1.429 -3.711
C -11.810 -2.148 -3.311
C -11.793 -2.655 -1.917
C -10.812 -3.441 -1.479
C -9.697 -3.844 -2.370
O -8.802 -4.564 -1.975
C -9.713 -3.339 -3.765
C -10.693 -2.552 -4.202
H -12.616 -2.348 -1.285
H -10.778 -3.821 -0.466
H -8.889 -3.645 -4.397
H -10.725 -2.172 -5.215
O 7.164 1.297 -1.705
C 8.017 2.116 -1.974
C 8.897 2.682 -0.922
C 9.831 3.583 -1.215
C 10.033 4.057 -2.607
O 10.886 4.876 -2.874
C 9.153 3.490 -3.659
C 8.219 2.590 -3.365
H 8.733 2.322 0.086
H 10.483 4.009 -0.464
H 9.315 3.850 -4.667
H 7.566 2.164 -4.116
O 2.739 4.821 10.779
C 2.570 3.707 10.332
C 2.745 3.422 8.886
C 2.557 2.200 8.396
C 2.165 1.070 9.275
O 1.996 -0.044 8.825
C 1.989 1.354 10.720
C 2.178 2.576 11.211
H 3.031 4.260 8.263
H 2.678 1.970 7.345
H 1.703 0.516 11.343
H 2.055 2.805 12.261
O -0.257 4.385 -7.140
C -0.568 5.548 -6.994
C -1.990 5.959 -6.877
C -2.323 7.238 -6.716
C -1.294 8.303 -6.646
O -1.598 9.468 -6.498
C 0.127 7.890 -6.764
C 0.463 6.613 -6.925
H -2.727 5.168 -6.928
H -3.353 7.562 -6.628
H 0.863 8.682 -6.712
H 1.493 6.291 -7.012
*
```


Formula: C21H25F3N4O6S
Source: the Open Molecules 2025 dataset
Level of theory: ωB97M-V/def2-TZVPD

The SMILES is NS(=O)(=O)c1ccc(C(=O)NCc2ccc(F)c(F)c2F)cc1.CNC(=O)[C@@H](NC(C)=O)[C@@H](C)O. The orbital gap comes out at 9.4 eV. Its highest occupied orbital energy is -9.61 eV.

ORCA input file:
```
! wB97M-V def2-TZVPD RIJCOSX def2/J DEFGRID3
* xyz 0 1
N -3.343 -3.324 0.804
S -3.951 -1.948 1.507
O -5.393 -2.179 1.573
O -3.295 -1.847 2.810
C -3.487 -0.626 0.358
C -2.164 -0.514 -0.081
C -1.790 0.525 -0.936
C -2.730 1.480 -1.371
C -2.342 2.597 -2.260
O -3.202 3.280 -2.804
N -1.007 2.921 -2.450
C -0.566 4.182 -3.044
C 0.239 4.999 -2.053
C 1.459 5.563 -2.463
C 2.195 6.372 -1.591
C 1.730 6.627 -0.299
F 2.454 7.419 0.526
C 0.519 6.068 0.128
F 0.066 6.312 1.382
C -0.229 5.264 -0.746
F -1.409 4.762 -0.307
C -4.061 1.346 -0.927
C -4.437 0.307 -0.072
H -3.902 -3.477 -0.023
H -3.504 -4.055 1.482
H -1.425 -1.241 0.248
H -0.755 0.566 -1.263
H -0.355 2.448 -1.835
H 0.032 3.959 -3.933
H -1.412 4.792 -3.381
H 1.836 5.389 -3.468
H 3.133 6.815 -1.912
H -4.810 2.068 -1.242
H -5.470 0.237 0.266
C 5.206 -2.904 0.611
N 4.445 -1.712 0.989
C 3.124 -1.612 1.166
O 2.626 -0.522 1.432
C 2.207 -2.822 0.957
N 1.164 -2.866 1.999
C 0.716 -3.987 2.563
C -0.355 -3.836 3.615
O 1.141 -5.097 2.270
C 1.610 -2.736 -0.460
C 0.632 -3.862 -0.796
O 0.930 -1.511 -0.633
H 5.078 -3.689 1.360
H 4.876 -3.275 -0.362
H 6.267 -2.658 0.547
H 4.959 -0.858 1.148
H 2.798 -3.735 1.019
H 0.762 -1.988 2.296
H -1.237 -3.385 3.166
H -0.608 -4.817 4.013
H 0.009 -3.200 4.419
H 2.433 -2.774 -1.174
H 0.327 -3.777 -1.839
H -0.254 -3.796 -0.165
H 1.113 -4.828 -0.638
H 1.409 -0.844 -0.119
*
```


Formula: C11H12HgN3O5P
Source: the Open Molecules 2025 dataset
Level of theory: ωB97M-V/def2-TZVPD

The orbital gap comes out at 8.0 eV. Its highest occupied orbital energy is -15.41 eV.

ORCA input file:
```
! wB97M-V def2-TZVPD RIJCOSX def2/J DEFGRID3
* xyz 2 1
O 0.000 -0.001 -3.610
C -0.001 0.003 -2.470
Hg -0.003 -0.032 0.487
O 2.211 -2.824 -0.008
C 1.524 -1.938 0.037
C -1.497 1.934 0.010
O -2.213 2.821 -0.002
C -1.938 -1.522 0.035
O -2.824 -2.210 -0.002
C 1.943 1.510 0.007
O 2.823 2.211 -0.001
C 1.178 -0.096 5.368
N 1.077 1.166 4.589
C -0.260 1.776 4.783
N -1.408 0.861 4.568
C -1.208 -0.390 5.349
N 0.090 -1.075 5.127
C 0.171 -1.637 3.756
P -0.001 -0.205 2.731
C 1.346 0.941 3.170
C -1.592 0.576 3.145
H 1.110 0.213 6.432
H 2.140 -0.583 5.125
H -0.358 2.629 4.084
H -0.305 2.065 5.839
H -2.020 -1.096 5.091
H -1.235 -0.075 6.412
H 1.174 -2.089 3.522
H -0.691 -2.317 3.509
H 1.333 1.869 2.546
H 2.276 0.390 2.974
H -2.343 -0.199 2.939
H -1.797 1.469 2.505
*
```


Formula: H4N5
Source: the Open Molecules 2025 dataset
Level of theory: ωB97M-V/def2-TZVPD

The orbital gap (spin up / spin down) comes out at 7.8 / 7.8 eV. Its energy relative to the best compared isomer or geometry (same formula, charge and spin) is 3.454 eV. Its expectation value of S² is 2.0262. Its highest occupied orbital energy (spin up / spin down) is -12.28 / -16.88 eV.

ORCA input file:
```
! wB97M-V def2-TZVPD RIJCOSX def2/J DEFGRID3
* xyz 1 3
N -1.522 -2.669 -0.542
N -0.984 -1.726 -0.273
N -0.230 0.384 -1.042
N 0.179 -0.516 1.319
N -0.531 -0.647 0.137
H 0.437 0.923 -0.495
H -0.982 0.814 -1.492
H 1.114 -0.573 0.999
H -0.241 0.110 1.971
*
```


Maximum force for every record listed, in sequence, given in eV/A: 1.95 2.82 3.51 5.80.